Molecular formula: C24H27F6NO22
Method: DFT, ωB97M-V with the def2-TZVPD basis set

Last column: Mulliken charge in e.
Geometry (Å):
N 0.473 -0.949 2.609  -0.528
C 0.511 0.302 1.813  0.479
O -0.528 0.659 1.206  -0.611
C 1.868 1.131 1.829  -0.605
C 2.785 0.998 0.528  -0.494
C 2.571 -0.285 -0.377  0.261
C 3.768 -1.299 -0.683  -0.411
O 3.166 -1.933 -1.870  -0.255
C 2.186 -1.047 -2.459  0.610
O 1.352 -1.280 -3.342  -0.563
O 2.407 0.204 -1.764  -0.379
H 1.356 -1.459 2.410  0.292
H -0.250 -1.523 2.127  0.327
H 2.432 0.926 2.812  0.374
H 1.563 2.244 1.904  0.263
H 2.677 1.955 -0.102  0.135
H 3.882 1.009 0.891  0.324
H 1.661 -0.959 -0.268  0.383
H 4.779 -0.828 -0.916  0.269
H 3.707 -2.069 0.174  0.186
O -5.905 1.075 4.224  -0.536
C -4.724 0.887 4.188  0.618
O -4.119 -0.025 3.376  -0.357
C -2.717 0.153 3.537  -0.115
C -2.629 0.793 4.884  0.631
F -1.573 1.639 4.954  -0.305
O -3.820 1.552 4.961  -0.337
H -2.338 0.797 2.738  0.229
H -2.192 -0.802 3.494  0.126
H -2.592 0.085 5.716  0.032
O 1.568 5.602 0.107  -0.557
C 1.186 4.898 -0.781  0.671
O 2.012 4.209 -1.619  -0.324
C 1.177 3.397 -2.436  -0.230
C -0.129 4.122 -2.378  0.423
F -1.168 3.258 -2.467  -0.320
O -0.126 4.691 -1.084  -0.259
H 1.121 2.391 -2.010  0.133
H 1.570 3.326 -3.451  0.245
H -0.238 4.911 -3.126  0.269
O -6.219 6.186 -3.151  -0.505
C -5.062 6.347 -2.907  0.581
O -4.554 6.469 -1.648  -0.312
C -3.140 6.510 -1.780  -0.233
C -2.965 6.984 -3.188  0.294
F -1.839 6.466 -3.743  -0.245
O -4.085 6.441 -3.854  -0.291
H -2.731 5.509 -1.619  0.140
H -2.697 7.191 -1.052  0.297
H -2.964 8.073 -3.300  0.243
O -1.456 -2.850 6.406  -0.526
C -2.611 -2.751 6.696  0.686
O -3.190 -1.601 7.146  -0.300
C -4.585 -1.861 7.247  -0.342
C -4.623 -3.350 7.386  0.268
F -5.744 -3.862 6.827  -0.288
O -3.508 -3.773 6.626  -0.298
H -5.087 -1.508 6.342  0.214
H -5.018 -1.351 8.109  0.282
H -4.525 -3.709 8.414  0.295
O 3.250 -4.177 0.739  -0.585
C 2.866 -4.877 -0.154  0.718
O 3.689 -5.558 -0.997  -0.303
C 2.855 -6.365 -1.818  -0.449
C 1.548 -5.640 -1.753  0.481
F 0.508 -6.503 -1.847  -0.300
O 1.554 -5.081 -0.455  -0.294
H 2.799 -7.373 -1.399  0.289
H 3.247 -6.428 -2.834  0.274
H 1.438 -4.845 -2.496  0.143
O 5.967 -3.820 -5.961  -0.526
C 4.930 -3.228 -6.020  0.574
O 4.057 -3.109 -4.979  -0.205
C 3.027 -2.229 -5.410  -0.289
C 3.099 -2.358 -6.899  0.289
F 2.750 -1.198 -7.506  -0.290
O 4.472 -2.595 -7.136  -0.314
H 3.246 -1.216 -5.065  0.187
H 2.060 -2.533 -5.012  0.272
H 2.507 -3.183 -7.308  0.274

Results
LUMO level ... 0.199 eV
Max |F| ... 5.0 eV/Å
Orbital gap ... 10.85 eV
SMILES ... NC(=O)CC[C@@H]1COC(=O)O1.O=C1OC[C@@H](F)O1.O=C1OC[C@@H](F)O1.O=C1OC[C@@H](F)O1.O=C1OC[C@@H](F)O1.O=C1OC[C@@H](F)O1.O=C1OC[C@@H](F)O1